{
  "formula": "C54H114N6O6",
  "method": "ωB97M-V with the def2-TZVPD basis set",
  "elements": ["C", "C", "C", "C", "C", "C", "N", "O", "C", "C", "C", "H", "H", "H", "H", "H", "H", "H", "H", "H", "H", "H", "H", "H", "H", "H", "H", "H", "H", "H", "C", "C", "C", "C", "C", "C", "N", "O", "C", "C", "C", "H", "H", "H", "H", "H", "H", "H", "H", "H", "H", "H", "H", "H", "H", "H", "H", "H", "H", "H", "C", "C", "C", "C", "C", "C", "N", "O", "C", "C", "C", "H", "H", "H", "H", "H", "H", "H", "H", "H", "H", "H", "H", "H", "H", "H", "H", "H", "H", "H", "C", "C", "C", "C", "C", "C", "N", "O", "C", "C", "C", "H", "H", "H", "H", "H", "H", "H", "H", "H", "H", "H", "H", "H", "H", "H", "H", "H", "H", "H", "C", "C", "C", "C", "C", "C", "N", "O", "C", "C", "C", "H", "H", "H", "H", "H", "H", "H", "H", "H", "H", "H", "H", "H", "H", "H", "H", "H", "H", "H", "C", "C", "C", "C", "C", "C", "N", "O", "C", "C", "C", "H", "H", "H", "H", "H", "H", "H", "H", "H", "H", "H", "H", "H", "H", "H", "H", "H", "H", "H"],
  "xyz": [[-6.505916, -6.096219, -0.340437], [-6.617906, -6.932249, -1.651217], [-5.375506, -6.710439, -2.618227], [-4.124296, -7.338599, -2.116117], [-4.267736, -8.822039, -1.869327], [-5.485056, -9.181879, -0.979637], [-6.688986, -8.435439, -1.455487], [-7.835836, -8.728269, -0.755007], [-5.609406, -10.721099, -1.116767], [-5.042086, -9.188619, 0.487473], [-7.856126, -6.430889, -2.375297], [-6.626016, -5.018339, -0.449337], [-5.504276, -6.271849, 0.051943], [-7.178236, -6.390049, 0.465633], [-5.581956, -7.055569, -3.631327], [-5.201306, -5.647799, -2.787227], [-3.900336, -6.871169, -1.157237], [-3.281476, -7.211579, -2.795557], [-3.295116, -9.142069, -1.495567], [-4.408566, -9.249099, -2.862247], [-5.788406, -11.043399, -2.142527], [-4.668966, -11.191309, -0.829397], [-6.403576, -11.076259, -0.460067], [-4.106426, -9.725839, 0.642503], [-5.069986, -8.167839, 0.868703], [-5.733726, -9.745259, 1.119843], [-8.774076, -6.637669, -1.825107], [-7.921596, -7.080359, -3.248227], [-7.787946, -5.387989, -2.684827], [-8.182916, -9.407809, -1.337547], [11.588384, 4.963541, -2.076047], [10.569784, 4.082801, -1.229947], [10.668734, 2.728391, -2.043147], [9.931184, 1.690081, -1.206167], [10.670914, 1.493151, 0.191113], [10.698904, 2.848601, 1.050593], [11.062334, 4.020511, 0.105833], [11.162784, 5.302211, 0.650133], [9.372074, 3.103641, 1.818783], [11.851334, 2.681021, 1.968083], [9.106134, 4.734111, -1.279867], [11.365394, 6.000041, -1.822997], [11.384524, 4.845081, -3.140237], [12.631444, 4.648061, -2.051447], [10.202234, 2.670751, -3.026587], [11.630194, 2.215021, -2.055397], [9.904934, 0.790831, -1.821597], [8.926144, 1.942871, -0.868377], [11.727714, 1.347601, -0.032657], [10.342134, 0.550411, 0.628433], [9.160894, 2.262971, 2.479663], [9.540794, 3.944961, 2.490933], [8.518254, 3.305841, 1.172093], [11.989814, 3.687121, 2.363913], [11.595704, 1.983041, 2.765313], [12.786304, 2.270551, 1.586703], [8.302344, 4.039511, -1.035867], [9.007684, 5.111121, -2.297847], [9.027054, 5.534521, -0.544197], [10.262044, 5.630471, 0.600023], [-5.208336, -3.122299, 7.960283], [-4.337636, -2.195909, 8.876693], [-2.806836, -2.683429, 8.763033], [-2.208406, -2.242749, 7.497663], [-2.260496, -0.666749, 7.306513], [-3.700706, -0.081139, 7.444193], [-4.367576, -0.719939, 8.626273], [-5.672986, -0.100099, 8.818373], [-3.619006, 1.438111, 7.695893], [-4.514776, -0.415879, 6.192953], [-4.884116, -2.512069, 10.378003], [-4.614486, -3.520419, 7.137513], [-6.085496, -2.693909, 7.475333], [-5.587856, -3.998699, 8.485623], [-2.253946, -2.351599, 9.641843], [-2.813806, -3.772639, 8.803623], [-2.530746, -2.898599, 6.688913], [-1.122846, -2.308499, 7.570743], [-1.800666, -0.588389, 6.321373], [-1.513226, -0.090889, 7.852463], [-4.586036, 1.817591, 8.025983], [-2.860566, 1.695311, 8.435293], [-3.282766, 1.766141, 6.712303], [-4.220316, -0.030929, 5.216633], [-4.586026, -1.474879, 5.944843], [-5.535926, -0.039849, 6.130113], [-5.937636, -2.235309, 10.338113], [-4.420766, -1.993129, 11.217113], [-4.979336, -3.592549, 10.485643], [-5.634726, -0.026989, 9.774823], [4.130654, 7.552141, 5.517393], [3.152204, 8.626371, 5.981883], [1.892774, 8.702831, 5.031603], [0.829994, 7.576881, 5.378603], [0.544664, 7.762571, 6.818563], [1.663084, 7.632111, 7.906293], [2.735644, 8.663101, 7.376063], [3.861744, 8.787311, 8.196653], [1.159734, 8.060081, 9.210833], [2.144414, 6.128451, 7.989953], [3.809394, 9.966411, 5.591433], [5.146574, 7.825141, 5.802863], [4.229344, 7.446981, 4.436973], [3.757714, 6.594611, 5.880913], [1.295894, 9.614391, 5.061153], [2.220094, 8.562611, 4.001403], [1.016054, 6.506131, 5.295003], [-0.101996, 7.856021, 4.887103], [-0.413986, 7.280851, 7.011083], [0.260894, 8.814191, 6.859533], [0.206664, 7.618271, 9.501653], [1.833614, 8.010741, 10.066153], [0.615154, 8.975271, 8.978533], [2.034104, 5.625771, 7.029093], [3.153854, 5.856231, 8.298203], [1.545604, 5.518151, 8.666023], [4.365744, 10.047381, 4.657623], [4.688104, 10.081431, 6.226023], [3.216704, 10.862141, 5.777153], [3.832254, 9.660071, 8.595423], [-4.564946, -1.121109, -11.389417], [-3.633146, -1.830969, -12.328227], [-2.205756, -1.871619, -11.676757], [-1.950036, -2.772509, -10.468587], [-2.391076, -4.257679, -10.830857], [-3.810366, -4.310579, -11.614727], [-4.045866, -3.229449, -12.580617], [-5.314176, -3.380589, -13.127757], [-3.684196, -5.555279, -12.458617], [-4.936956, -4.466529, -10.449667], [-3.577746, -1.085759, -13.650417], [-4.833896, -1.517629, -10.410377], [-5.521706, -0.957579, -11.885387], [-4.139706, -0.157799, -11.107827], [-1.656286, -2.313849, -12.507797], [-1.660756, -0.953949, -11.455497], [-2.685666, -2.664929, -9.671477], [-0.928996, -2.608119, -10.124287], [-2.336356, -4.898279, -9.950677], [-1.622506, -4.526759, -11.555427], [-3.321716, -6.474309, -11.998087], [-4.624766, -5.751149, -12.973457], [-2.948556, -5.405709, -13.248917], [-5.211696, -3.471759, -10.098877], [-5.929296, -4.793819, -10.759907], [-4.633966, -5.147959, -9.654717], [-4.509406, -0.854229, -14.166647], [-2.829686, -1.540759, -14.299637], [-3.280426, -0.055709, -13.453717], [-5.134536, -3.599419, -14.045057], [0.413384, 1.391771, -4.083207], [0.980044, 1.442661, -2.641577], [0.490204, 2.713381, -1.964507], [0.482604, 2.664401, -0.338747], [-0.371006, 1.556131, 0.003733], [0.049794, 0.209511, -0.591287], [0.380664, 0.250251, -2.034677], [0.780084, -1.009369, -2.627667], [1.184854, -0.268889, 0.263423], [-1.269756, -0.606969, -0.431087], [2.547474, 1.535361, -2.627037], [-0.654086, 1.540881, -4.245577], [0.701524, 0.405881, -4.448007], [0.908344, 2.126141, -4.718667], [1.035664, 3.638741, -2.149687], [-0.508646, 2.956951, -2.326547], [-0.085246, 3.511521, 0.045993], [1.430034, 2.545101, 0.186833], [-1.411056, 1.753561, -0.255917], [-0.387746, 1.430201, 1.086303], [2.146904, 0.194571, 0.044833], [0.946364, -0.134539, 1.318493], [1.299164, -1.346889, 0.149703], [-1.095726, -1.642709, -0.722767], [-1.701426, -0.428519, 0.553753], [-2.003706, -0.291339, -1.172567], [3.053594, 2.281421, -3.239677], [2.967984, 0.562461, -2.881487], [2.860094, 1.670421, -1.591597], [1.710824, -1.172499, -2.458237]],
  "forces_ev_per_angstrom": [[1.1, -0.8, 0.2], [0.9, 0.4, -0.1], [-1.0, 0.5, 0.1], [0.4, -0.1, 0.9], [-0.7, 0.8, -0.7], [1.6, -1.8, 0.1], [2.2, 1.5, -0.9], [-0.8, -0.9, 0.8], [-0.9, 0.1, -1.1], [-1.1, 1.5, 0.9], [-0.2, -1.5, -0.6], [0.0, -0.1, -0.5], [0.1, 0.3, 0.2], [-0.3, -0.3, -0.3], [-0.5, -0.5, 0.0], [-0.2, 0.3, 0.4], [0.5, 0.2, 0.0], [0.0, 0.4, 0.0], [-0.3, -0.6, 0.4], [-0.1, -0.4, 0.0], [-0.3, 0.0, -0.1], [-0.1, 0.1, 0.1], [0.0, -0.2, -0.1], [0.2, 0.6, -0.3], [0.7, 0.0, 0.4], [-0.4, 0.1, -0.1], [0.1, 0.4, 0.3], [-0.2, 0.3, -0.5], [0.1, -0.1, 0.2], [-0.7, -0.1, 0.3], [-1.5, 0.3, 0.0], [0.7, 0.5, -2.9], [-1.9, -0.9, 2.8], [0.3, -0.6, 1.8], [0.2, 1.5, -2.3], [-1.1, -0.6, -2.0], [1.0, -2.9, 0.3], [-0.1, -0.7, 0.5], [1.0, 0.0, 0.1], [0.2, 0.5, 1.6], [1.4, -0.9, -0.5], [0.9, 0.2, -0.1], [-0.6, 0.1, -0.1], [-0.1, 0.2, 1.0], [0.2, 1.0, -0.1], [0.7, 1.1, -0.4], [-0.2, -0.4, 0.5], [-0.4, 0.2, -0.7], [0.1, -0.2, -0.2], [-0.3, 0.5, 0.8], [-0.1, -0.2, -0.2], [-0.2, 0.3, -0.1], [0.1, -0.1, 0.0], [0.6, -0.2, 0.5], [-0.2, 0.2, 0.3], [-0.2, 0.4, -0.6], [0.1, -0.2, -0.2], [-0.5, 0.2, 0.2], [-0.1, 0.3, -0.4], [-0.3, 0.5, 0.4], [0.2, 0.1, -0.5], [0.0, -0.8, 1.1], [-2.3, 0.1, 1.3], [1.8, 2.0, 0.2], [-0.9, -1.4, -0.9], [-0.2, -0.7, 0.3], [0.9, -0.1, 0.6], [0.9, -1.2, -0.2], [0.1, -1.0, -0.5], [-0.8, 0.0, -1.6], [-0.5, 0.6, -2.1], [0.1, 0.0, -0.1], [0.1, 0.6, 0.3], [0.2, 0.0, 0.3], [0.0, 0.3, 0.0], [-0.2, -0.1, 0.1], [-0.2, 0.7, -0.4], [0.2, -0.9, -0.1], [-0.8, 0.6, -0.6], [-0.3, -0.5, 1.0], [0.2, 0.2, -0.5], [0.0, -0.2, 0.0], [-0.2, 0.9, 0.1], [1.2, 0.5, 0.2], [0.1, -0.2, 0.6], [-0.3, 0.0, 1.1], [-0.2, 0.4, 0.2], [0.3, -0.2, -0.2], [0.7, 0.0, 0.3], [-0.4, 0.3, 0.1], [-0.3, -0.5, 0.2], [-1.0, 2.0, -2.9], [-0.7, -3.2, 0.2], [1.0, 0.9, 0.1], [-1.0, 1.5, 1.5], [2.0, -1.7, -2.7], [-1.8, -0.4, 0.3], [0.5, -1.0, 0.5], [-1.9, 1.2, 0.6], [0.0, -0.3, -0.5], [1.7, 0.7, 1.6], [-0.1, -0.5, 0.7], [-0.6, 0.3, -0.2], [0.7, -0.2, 0.2], [0.5, 0.3, 0.4], [0.3, 0.2, 0.0], [0.6, 0.1, -1.1], [0.0, -0.4, -0.4], [0.3, -0.7, 0.9], [-0.1, 0.4, 0.5], [0.3, -1.5, 0.0], [0.0, 0.5, -0.3], [1.1, 1.3, 0.7], [0.0, 0.1, -0.2], [0.3, 0.9, 0.1], [-0.5, 0.4, 0.1], [-0.9, -0.5, -0.7], [0.1, 0.1, 0.6], [-0.3, -0.2, -0.2], [-0.3, 0.2, -0.1], [-1.2, 1.3, 0.6], [-0.2, -0.4, 1.7], [0.4, -1.2, -0.9], [-2.6, -1.6, -0.2], [0.8, 2.4, -1.7], [0.4, -0.9, 2.6], [2.3, -0.2, 0.6], [-0.7, 0.5, 0.0], [-0.3, -0.8, -1.0], [0.1, 0.7, -1.4], [0.5, 0.9, 0.1], [0.5, -0.8, -0.2], [-0.1, 0.2, 0.0], [0.0, 0.3, -0.4], [0.7, -0.2, 0.0], [-0.9, 0.7, -0.4], [0.3, 1.4, 0.5], [-0.1, -0.5, 0.1], [-0.4, -0.1, -0.3], [-0.1, -0.8, -0.1], [-0.4, 0.1, 0.7], [-0.1, -0.3, 0.1], [0.1, 0.4, -0.1], [0.6, 0.0, 0.6], [0.2, -0.5, -0.7], [0.3, 0.3, 0.0], [-0.3, -1.0, 0.1], [-0.2, 0.0, -0.2], [0.6, 0.1, 0.2], [-0.1, 0.0, -0.2], [1.4, 0.1, -0.5], [0.2, 0.8, -1.3], [-0.2, 1.0, 2.6], [-0.4, 1.0, -2.3], [-1.2, -1.4, 0.2], [-1.2, -0.3, -0.2], [-0.2, 0.4, 0.7], [-0.9, 1.2, 0.7], [0.3, -1.5, 0.5], [0.9, -0.4, -0.8], [-0.4, -1.4, 0.6], [0.0, -0.1, 0.7], [-0.2, 0.1, -0.3], [0.2, 0.1, 0.0], [0.6, -0.4, -0.8], [-0.3, -0.2, 0.4], [0.7, 0.7, -0.1], [0.3, 0.4, -0.5], [0.0, 0.2, -0.3], [-0.1, -0.2, 0.1], [-0.1, 0.2, 0.0], [0.1, 0.1, 0.0], [0.3, -0.2, -0.1], [0.0, -0.3, 0.7], [0.1, -0.6, 0.1], [0.1, 0.5, 0.0], [-0.6, 0.1, -0.1], [0.1, -0.1, -0.4], [0.0, 0.3, 0.1], [0.5, 0.2, 0.4]],
  "largest_force_ev_per_a": 3.71,
  "homo_ev": -8.225,
  "relative_energy_kcal_mol": 213.9,
  "gap_ev": 8.50,
  "lumo_ev": 0.28,
  "smiles": "CC1(C)CCCC(C)(C)N1O.CC1(C)CCCC(C)(C)N1O.CC1(C)CCCC(C)(C)N1O.CC1(C)CCCC(C)(C)N1O.CC1(C)CCCC(C)(C)N1O.CC1(C)CCCC(C)(C)N1O",
  "e_tot_ev": -79057.952
}